Entry 1:
{
  "formula": "C60H55ClN11NaO7PS",
  "method": "ωB97M-V with the def2-TZVPD basis set",
  "homo_lumo_gap_ev": 4.88,
  "lumo_ev": 1.4,
  "total_charge": -1,
  "species": ["Na", "C", "N", "C", "N", "C", "C", "C", "C", "C", "C", "C", "C", "C", "C", "C", "C", "C", "C", "P", "C", "N", "C", "C", "N", "C", "C", "C", "C", "C", "C", "C", "C", "C", "C", "C", "C", "C", "C", "N", "C", "C", "N", "C", "C", "C", "C", "C", "C", "C", "C", "C", "C", "C", "C", "C", "H", "H", "H", "H", "H", "H", "H", "H", "H", "H", "H", "H", "H", "H", "H", "H", "H", "H", "H", "H", "H", "H", "H", "H", "H", "H", "H", "H", "H", "H", "H", "H", "H", "H", "H", "H", "H", "H", "H", "C", "C", "N", "C", "S", "N", "C", "C", "H", "H", "H", "H", "H", "H", "H", "H", "H", "H", "H", "H", "Cl", "C", "H", "H", "O", "N", "O", "C", "C", "C", "C", "O", "C", "C", "N", "O", "O", "N", "O", "O", "H", "H"],
  "positions_angstrom": [[0.13, -0.52, -0.39], [-1.13, 2.77, 4.98], [-1.22, 2.63, 3.54], [-0.73, 1.60, 2.78], [-1.03, 1.76, 1.51], [-1.74, 2.92, 1.43], [-1.86, 3.49, 2.68], [-2.62, 4.67, 3.12], [-2.10, 5.61, 4.00], [-2.85, 6.70, 4.41], [-4.14, 6.87, 3.93], [-4.67, 5.95, 3.03], [-3.92, 4.86, 2.63], [-2.33, 3.46, 0.20], [-3.13, 2.65, -0.60], [-3.83, 3.19, -1.66], [-3.70, 4.54, -1.97], [-2.87, 5.35, -1.20], [-2.20, 4.81, -0.11], [0.13, 0.22, 3.58], [-0.75, -1.20, 2.85], [-0.93, -1.51, 1.57], [-1.64, -2.68, 1.57], [-1.87, -3.09, 2.87], [-1.30, -2.14, 3.67], [-1.38, -2.08, 5.12], [-2.56, -4.29, 3.36], [-3.79, -4.67, 2.81], [-4.44, -5.80, 3.26], [-3.89, -6.57, 4.28], [-2.67, -6.21, 4.82], [-2.01, -5.08, 4.37], [-2.08, -3.47, 0.40], [-3.29, -3.18, -0.24], [-3.78, -4.04, -1.21], [-3.07, -5.17, -1.58], [-1.85, -5.44, -0.97], [-1.37, -4.60, 0.02], [1.72, 0.13, 2.71], [1.96, -0.20, 1.47], [3.32, -0.19, 1.31], [3.92, 0.16, 2.51], [2.89, 0.37, 3.39], [3.03, 0.70, 4.80], [5.33, 0.16, 2.90], [6.12, -0.94, 2.55], [7.46, -0.99, 2.92], [8.03, 0.05, 3.64], [7.25, 1.14, 3.98], [5.92, 1.20, 3.62], [3.99, -0.51, 0.05], [3.48, -1.52, -0.76], [4.12, -1.88, -1.94], [5.27, -1.21, -2.32], [5.78, -0.19, -1.53], [5.14, 0.16, -0.36], [-1.05, 1.79, 5.43], [-0.27, 3.36, 5.27], [-2.03, 3.26, 5.35], [-1.08, 5.50, 4.36], [-2.43, 7.42, 5.10], [-4.73, 7.72, 4.24], [-5.67, 6.08, 2.64], [-4.33, 4.14, 1.94], [-3.22, 1.60, -0.36], [-4.47, 2.56, -2.26], [-4.24, 4.96, -2.81], [-2.75, 6.40, -1.44], [-1.56, 5.45, 0.50], [-2.20, -2.71, 5.45], [-0.45, -2.43, 5.58], [-1.56, -1.06, 5.43], [-4.22, -4.07, 2.02], [-5.39, -6.08, 2.83], [-4.41, -7.45, 4.64], [-2.22, -6.81, 5.61], [-1.04, -4.83, 4.77], [-3.84, -2.29, 0.04], [-4.74, -3.83, -1.68], [-3.46, -5.84, -2.34], [-1.27, -6.31, -1.27], [-0.43, -4.82, 0.51], [3.89, 0.17, 5.21], [3.18, 1.77, 4.94], [2.13, 0.40, 5.33], [5.68, -1.75, 1.99], [8.05, -1.85, 2.64], [9.07, 0.01, 3.92], [7.69, 1.96, 4.54], [5.33, 2.08, 3.87], [2.59, -2.04, -0.45], [3.70, -2.66, -2.55], [5.77, -1.48, -3.25], [6.67, 0.35, -1.84], [5.53, 0.98, 0.24], [2.23, -1.10, -5.73], [1.58, -0.29, -4.61], [2.05, 1.08, -4.65], [1.55, 1.96, -3.60], [2.18, 1.41, -1.96], [2.08, 3.30, -3.81], [1.59, 4.16, -4.88], [2.76, 4.68, -5.72], [1.97, -2.15, -5.64], [3.31, -0.99, -5.68], [1.90, -0.75, -6.71], [1.86, -0.69, -3.64], [0.49, -0.37, -4.71], [1.85, 1.49, -5.56], [2.16, 3.76, -2.92], [1.03, 5.02, -4.47], [0.91, 3.62, -5.52], [3.49, 5.17, -5.07], [2.43, 5.40, -6.48], [3.26, 3.84, -6.20], [-0.91, 1.93, -5.00], [0.01, 1.91, -3.44], [-0.29, 1.00, -2.94], [-0.32, 2.76, -2.85], [-1.54, -4.75, -6.82], [-2.34, -3.91, -6.44], [-3.39, -3.68, -7.01], [-2.02, -3.15, -5.27], [-0.85, -3.41, -4.57], [-0.55, -2.70, -3.43], [-1.39, -1.62, -2.92], [-1.03, -0.88, -2.01], [-2.63, -1.47, -3.67], [-2.91, -2.18, -4.81], [-3.66, -0.57, -3.23], [-3.68, -0.21, -2.06], [-4.53, -0.24, -4.03], [0.64, -3.08, -2.73], [0.80, -2.71, -1.58], [1.45, -3.79, -3.30], [-0.19, -4.19, -4.90], [-3.84, -2.01, -5.33]],
  "mulliken_charge": [1.612, -1.085, 0.276, -0.293, 0.099, -0.326, 0.243, 0.014, -0.311, -0.686, -0.401, -0.815, -0.071, 0.589, -0.194, -0.671, -0.411, -0.883, -0.143, -0.465, -0.732, 0.460, -2.256, 0.812, 0.351, -1.027, 0.120, -0.182, -0.821, -0.444, -0.740, -0.227, 1.524, 0.491, -1.025, -0.590, -0.949, -0.294, -0.911, 0.576, -0.798, 0.464, 0.279, -1.140, -0.093, -0.066, -0.768, -0.389, -0.716, -0.257, 0.375, -0.175, -0.601, -0.303, -0.970, -0.014, 0.330, 0.255, 0.459, 0.431, 0.381, 0.386, 0.406, 0.516, 0.413, 0.422, 0.402, 0.413, 0.562, 0.498, 0.283, 0.283, 0.488, 0.425, 0.391, 0.390, 0.448, 0.532, 0.433, 0.471, 0.422, 0.498, 0.405, 0.270, 0.401, 0.445, 0.401, 0.384, 0.374, 0.437, 0.568, 0.372, 0.401, 0.365, 0.545, -1.762, 1.318, -0.119, -0.913, -0.174, -0.035, -0.234, -1.320, 0.334, 0.347, 0.458, -0.389, -0.403, 0.390, 0.277, 0.340, 0.239, 0.290, 0.415, 0.263, -0.334, 1.505, -1.656, 0.466, -0.678, 1.071, -0.683, -1.269, 0.302, -1.204, 1.868, -0.900, -1.338, 0.074, 1.032, -0.466, -0.721, 1.100, -0.505, -0.749, 0.701, 0.710]
}

=====

Entry 2:
{
  "formula": "C60H58CoGe2N3O2S4",
  "method": "ωB97M-V with the def2-TZVPD basis set",
  "e_above_lowest_kcal_mol": 7.4,
  "homo_lumo_gap_ev": [6.32, 6.69],
  "spin_multiplicity": 2,
  "lumo_ev": [2.1, 2.1],
  "total_charge": -1,
  "species": ["Co", "O", "C", "N", "C", "O", "C", "C", "C", "C", "C", "N", "C", "C", "C", "C", "C", "N", "H", "H", "H", "H", "H", "H", "H", "H", "C", "C", "C", "C", "C", "C", "C", "C", "C", "C", "C", "C", "C", "C", "C", "Ge", "S", "S", "Ge", "S", "S", "C", "C", "C", "C", "C", "C", "C", "C", "C", "C", "C", "C", "C", "C", "C", "C", "C", "C", "C", "C", "C", "C", "C", "C", "C", "C", "C", "C", "C", "C", "C", "C", "C", "H", "H", "H", "H", "H", "H", "H", "H", "H", "H", "H", "H", "H", "H", "H", "H", "H", "H", "H", "H", "H", "H", "H", "H", "H", "H", "H", "H", "H", "H", "H", "H", "H", "H", "H", "H", "H", "H", "H", "H", "H", "H", "H", "H", "H", "H", "H", "H", "H", "H"],
  "positions_angstrom": [[-2.61, -0.06, 2.16], [-3.00, -1.50, 5.88], [-2.88, -1.30, 4.67], [-2.83, -0.09, 4.04], [-2.65, 1.07, 4.72], [-2.49, 1.21, 5.93], [-2.67, 2.19, 3.77], [-2.59, 3.52, 4.19], [-2.63, 4.53, 3.26], [-2.77, 4.17, 1.91], [-2.82, 2.84, 1.56], [-2.76, 1.85, 2.45], [-2.78, -2.37, 3.68], [-2.68, -3.71, 4.06], [-2.60, -4.69, 3.10], [-2.63, -4.28, 1.76], [-2.72, -2.95, 1.45], [-2.79, -1.98, 2.37], [-2.48, 3.69, 5.25], [-2.56, 5.56, 3.56], [-2.81, 4.93, 1.14], [-2.90, 2.56, 0.52], [-2.67, -3.92, 5.12], [-2.53, -5.73, 3.37], [-2.58, -5.01, 0.96], [-2.74, -2.64, 0.41], [-1.56, -6.29, -1.57], [-1.57, -4.92, -2.19], [-0.46, -4.43, -2.86], [-0.47, -3.17, -3.43], [0.73, -2.66, -4.17], [-1.61, -2.37, -3.32], [-2.75, -2.86, -2.69], [-4.03, -2.09, -2.65], [-2.71, -4.13, -2.12], [-1.62, -1.03, -3.97], [-1.86, -0.98, -5.34], [-1.92, 0.24, -5.99], [-1.78, 1.40, -5.27], [-1.55, 1.37, -3.89], [-1.43, 0.14, -3.24], [-1.01, 0.05, -1.25], [-2.90, -0.01, -0.10], [0.46, 1.68, -0.55], [1.11, 0.00, 0.89], [-0.24, 0.03, 2.61], [0.40, -1.63, -0.60], [3.08, 0.04, 1.43], [4.08, 0.18, 0.47], [5.41, 0.33, 0.86], [5.76, 0.32, 2.20], [4.78, 0.15, 3.14], [3.44, 0.00, 2.78], [2.49, -0.20, 3.89], [2.00, -1.48, 4.18], [2.27, -2.65, 3.29], [1.18, -1.64, 5.29], [0.83, -0.57, 6.10], [-0.10, -0.76, 7.25], [1.33, 0.69, 5.79], [2.15, 0.89, 4.70], [2.61, 2.27, 4.31], [3.83, 0.13, -0.98], [3.80, 1.30, -1.74], [3.87, 2.66, -1.09], [3.71, 1.20, -3.12], [3.61, -0.02, -3.75], [3.46, -0.12, -5.24], [3.65, -1.18, -2.98], [3.77, -1.12, -1.60], [3.86, -2.38, -0.79], [-1.47, 2.66, -3.17], [-0.32, 3.44, -3.23], [0.88, 3.02, -4.01], [-0.30, 4.66, -2.57], [-1.40, 5.13, -1.86], [-1.35, 6.44, -1.13], [-2.55, 4.35, -1.85], [-2.61, 3.13, -2.51], [-3.90, 2.37, -2.56], [-0.68, -6.85, -1.90], [-2.45, -6.85, -1.84], [-1.52, -6.21, -0.49], [0.43, -5.04, -2.93], [1.53, -3.40, -4.17], [1.10, -1.75, -3.69], [0.48, -2.42, -5.20], [-3.92, -1.12, -3.13], [-4.36, -1.93, -1.63], [-4.82, -2.64, -3.18], [-3.59, -4.51, -1.62], [-2.01, -1.90, -5.88], [-2.08, 0.27, -7.06], [-1.84, 2.36, -5.76], [6.17, 0.45, 0.10], [6.80, 0.44, 2.49], [5.03, 0.11, 4.19], [3.07, -2.45, 2.58], [1.37, -2.88, 2.72], [2.53, -3.53, 3.87], [0.77, -2.62, 5.49], [-0.34, -1.81, 7.39], [-1.03, -0.23, 7.05], [0.32, -0.36, 8.17], [1.03, 1.53, 6.40], [2.16, 3.02, 4.96], [2.30, 2.48, 3.29], [3.69, 2.36, 4.36], [4.05, 2.58, -0.02], [2.92, 3.17, -1.24], [4.66, 3.26, -1.54], [3.72, 2.10, -3.71], [3.50, 0.87, -5.70], [2.51, -0.58, -5.50], [4.26, -0.73, -5.67], [3.60, -2.14, -3.47], [3.87, -3.25, -1.43], [3.00, -2.46, -0.12], [4.76, -2.37, -0.17], [0.81, 1.98, -4.32], [1.77, 3.14, -3.39], [1.00, 3.64, -4.90], [0.60, 5.26, -2.60], [-0.47, 7.01, -1.41], [-1.31, 6.27, -0.06], [-2.23, 7.04, -1.35], [-3.42, 4.72, -1.33], [-4.69, 2.89, -2.03], [-3.78, 1.38, -2.12], [-4.21, 2.23, -3.60]],
  "mulliken_charge": [-1.207, -0.701, 0.144, 0.447, -0.233, -0.732, 0.624, -0.583, -0.742, -0.328, 0.381, 0.643, 0.368, -0.572, -0.679, -0.224, 0.385, 0.504, 0.510, 0.431, 0.483, -0.074, 0.532, 0.451, 0.348, -0.216, -1.567, 1.010, -1.327, 1.134, -1.101, 0.389, 1.370, -1.796, -0.677, -0.907, -0.227, -1.170, -0.101, -0.301, -0.244, 0.492, -0.821, -0.166, -0.477, -0.140, -0.072, 0.076, -0.374, 0.037, -1.160, -0.009, -0.369, 0.119, 1.659, -1.923, -0.812, 0.939, -1.688, -0.877, 1.158, -1.852, 0.885, 0.764, -1.740, -0.671, 0.794, -1.773, -0.474, 0.522, -1.515, -0.111, 1.313, -1.613, -0.703, 0.954, -1.688, -0.674, 1.035, -1.419, 0.424, 0.365, 0.261, 0.313, 0.430, -0.045, 0.397, 0.252, 0.273, 0.474, 0.442, 0.531, 0.381, 0.493, 0.488, 0.364, 0.506, 0.285, 0.127, 0.569, 0.251, 0.298, 0.225, 0.466, 0.374, 0.424, 0.280, 0.330, 0.299, 0.087, 0.520, 0.375, 0.364, 0.211, 0.438, 0.358, 0.485, 0.099, 0.349, 0.181, 0.120, 0.393, 0.258, 0.416, 0.295, 0.376, 0.424, 0.408, 0.069, 0.428]
}

=====

Entry 3:
{
  "formula": "C60H63BBiO2PS3Si",
  "method": "ωB97M-V with the def2-TZVPD basis set",
  "homo_lumo_gap_ev": 4.35,
  "lumo_ev": 3.8,
  "total_charge": -2,
  "species": ["Bi", "C", "C", "S", "C", "C", "S", "C", "C", "S", "H", "H", "H", "H", "H", "H", "H", "H", "H", "H", "H", "H", "C", "C", "C", "C", "C", "C", "P", "C", "C", "C", "C", "C", "C", "C", "C", "C", "C", "C", "C", "C", "C", "C", "C", "H", "H", "H", "H", "H", "H", "H", "H", "H", "H", "H", "H", "H", "H", "H", "H", "C", "C", "C", "C", "C", "C", "Si", "C", "C", "C", "C", "C", "C", "H", "H", "H", "H", "H", "H", "H", "H", "H", "H", "H", "C", "C", "C", "C", "C", "C", "C", "C", "O", "B", "O", "C", "C", "H", "H", "H", "H", "H", "H", "H", "H", "H", "H", "H", "H", "C", "C", "C", "C", "C", "C", "C", "C", "C", "C", "H", "H", "H", "H", "H", "H", "H", "H", "H", "H", "H", "H"],
  "positions_angstrom": [[1.37, 0.82, 0.14], [4.81, -2.76, -0.27], [5.89, -1.87, -0.86], [5.61, -0.10, -0.58], [5.89, 0.58, -2.23], [4.99, 0.05, -3.35], [3.22, 0.19, -2.97], [2.60, -1.48, -3.30], [3.20, -2.64, -2.52], [3.04, -2.55, -0.72], [4.80, -2.63, 0.82], [5.09, -3.81, -0.45], [5.99, -2.03, -1.94], [6.85, -2.14, -0.42], [6.94, 0.43, -2.51], [5.73, 1.65, -2.09], [5.21, -0.99, -3.56], [5.21, 0.62, -4.26], [2.68, -1.69, -4.37], [1.54, -1.41, -3.03], [4.26, -2.74, -2.75], [2.70, -3.55, -2.86], [-5.09, -0.88, -3.86], [-5.39, -0.97, -2.51], [-4.45, -0.59, -1.55], [-3.21, -0.09, -1.94], [-2.92, -0.01, -3.30], [-3.85, -0.40, -4.25], [-1.88, 0.45, -0.78], [-2.62, -0.09, 0.81], [-2.32, -1.40, 1.16], [-2.88, -1.97, 2.30], [-3.72, -1.21, 3.11], [-3.99, 0.11, 2.78], [-3.44, 0.67, 1.63], [-2.16, 2.27, -0.85], [-3.40, 2.78, -0.96], [-3.64, 4.21, -1.05], [-2.62, 5.07, -1.10], [-1.23, 4.61, -1.13], [-0.25, 5.52, -1.35], [1.15, 5.10, -1.62], [1.41, 3.67, -1.08], [0.30, 2.72, -0.79], [-0.97, 3.15, -0.91], [-5.82, -1.19, -4.60], [-6.35, -1.36, -2.19], [-4.69, -0.67, -0.50], [-1.94, 0.35, -3.61], [-3.60, -0.34, -5.30], [-1.65, -1.98, 0.54], [-2.64, -2.99, 2.57], [-4.13, -1.64, 4.01], [-4.62, 0.71, 3.42], [-3.65, 1.70, 1.39], [-4.25, 2.12, -0.98], [-4.66, 4.57, -1.08], [-2.79, 6.14, -1.19], [-0.52, 6.57, -1.43], [1.34, 5.23, -2.70], [2.12, 3.16, -1.75], [1.65, 6.93, 1.20], [2.24, 6.88, 0.00], [2.34, 5.59, -0.74], [2.23, 4.28, 0.11], [1.40, 4.50, 1.33], [1.15, 5.71, 1.84], [3.57, 2.90, 0.36], [5.21, 3.43, 1.25], [6.31, 3.87, 0.51], [7.55, 4.10, 1.10], [7.72, 3.91, 2.46], [6.64, 3.48, 3.22], [5.41, 3.24, 2.62], [1.57, 7.87, 1.73], [2.65, 7.79, -0.45], [3.24, 5.56, -1.36], [1.03, 3.60, 1.83], [0.57, 5.80, 2.75], [4.15, 2.99, -1.07], [6.20, 4.03, -0.56], [8.38, 4.43, 0.49], [8.68, 4.08, 2.92], [6.76, 3.31, 4.29], [4.59, 2.89, 3.24], [-6.12, -4.65, -2.24], [-5.28, -5.91, -2.10], [-5.78, -6.69, -0.88], [-5.48, -6.76, -3.36], [-3.79, -5.59, -1.93], [-2.87, -6.63, -1.80], [-1.50, -6.41, -1.63], [-1.06, -5.11, -1.60], [0.19, -4.62, -1.46], [0.14, -3.15, -1.49], [-1.29, -2.88, -1.66], [-1.96, -4.06, -1.73], [-3.32, -4.27, -1.89], [-7.17, -4.92, -2.39], [-5.80, -4.03, -3.08], [-6.07, -4.03, -1.34], [-6.85, -6.90, -0.97], [-5.62, -6.12, 0.03], [-5.26, -7.64, -0.77], [-6.54, -7.00, -3.49], [-4.92, -7.69, -3.31], [-5.15, -6.21, -4.25], [-3.23, -7.66, -1.81], [-0.81, -7.24, -1.53], [-3.97, -3.41, -1.98], [1.84, 1.70, 3.99], [1.08, 0.55, 3.29], [2.11, -0.54, 2.99], [0.44, 1.04, 2.01], [0.01, 0.05, 4.26], [0.00, -1.23, 4.81], [-0.97, -1.63, 5.73], [-1.95, -0.74, 6.14], [-1.96, 0.54, 5.60], [-1.00, 0.92, 4.68], [2.53, 2.15, 3.27], [2.41, 1.36, 4.86], [1.15, 2.48, 4.32], [2.87, -0.14, 2.30], [1.64, -1.41, 2.51], [2.64, -0.86, 3.89], [-0.49, 1.59, 2.07], [0.75, -1.95, 4.51], [-0.94, -2.64, 6.13], [-2.70, -1.04, 6.86], [-2.73, 1.25, 5.89], [-1.04, 1.92, 4.25]],
  "mulliken_charge": [-0.867, -1.005, -0.907, 0.138, -0.592, -1.179, 0.197, -0.017, -1.358, 0.082, 0.401, 0.407, 0.296, 0.508, 0.547, 0.167, 0.432, 0.568, 0.481, -0.471, 0.694, 0.606, -0.521, -0.529, -0.142, 0.735, -0.689, -0.745, -0.576, 1.004, -0.200, -0.887, -0.559, -0.808, -0.383, 0.094, 0.289, -1.026, -1.356, 1.970, -1.785, -0.210, -1.421, 0.930, -0.443, 0.362, 0.423, 0.301, 0.370, 0.370, 0.107, 0.483, 0.315, 0.367, 0.400, 0.420, 0.362, 0.326, 0.150, 0.483, 0.926, -0.407, -1.192, 0.096, 1.675, -1.256, -0.491, 0.850, 0.253, -0.146, -0.665, -0.371, -0.687, -0.259, 0.358, 0.343, 0.623, 0.094, 0.450, -0.445, 0.298, 0.344, 0.345, 0.381, 0.294, -2.031, 2.108, -1.773, -1.766, 0.489, -0.179, -1.921, 0.896, -0.738, -0.400, 0.264, 0.297, -0.354, 0.499, 0.392, 0.347, 0.445, 0.360, 0.338, 0.449, 0.324, 0.376, 0.325, 0.416, 0.333, -1.221, 4.206, -2.933, -0.889, -0.756, -0.259, -0.878, -0.484, -0.962, 0.306, -0.582, 0.565, 0.325, 0.501, 0.434, 0.582, 0.265, 0.366, 0.359, 0.396, 0.364, 0.282]
}

=====

Looking at largest force on an atom for the records above, in order, we have 1.340 2.009 0.558 eV/Å.